#one
Computed, not measured: a molecular structure, C3H11N3, with wB97M-V/def2-TZVPD.

Last column: Mulliken charge in e.
Atoms and positions in Å:
C: 0.8704 1.2522 0.2277  -0.68
C: 0.6750 -0.4986 0.9928  -0.64
N: 0.5261 1.3156 -1.1053  -0.60
N: 1.0754 -1.5062 0.0518  -0.52
H: -0.5181 0.8561 -1.2663  0.38
H: 1.9083 -1.2276 -0.4558  0.23
H: 0.3625 -1.6682 -0.6507  0.22
H: 1.2011 0.8409 -1.6953  0.25
H: 1.9332 1.4016 0.4187  0.40
H: 0.2483 1.8775 0.8639  0.29
H: -0.1510 -0.8513 1.6064  0.36
H: 1.4690 -0.3546 1.7251  0.35
C: -1.9154 -0.1560 0.2541  -0.48
N: -1.7401 -0.0282 -1.0168  -0.51
H: -1.8100 -0.8989 -1.5391  0.23
H: -2.1686 -1.0992 0.7351  0.36
H: -1.9659 0.7447 0.8537  0.35

The molar mass is 89.142 g mol⁻¹. Its net charge is 0. As for the spin multiplicity: 1. Its LUMO energy is 0.8 eV. The value obtained for the HOMO-LUMO gap is 8.35 eV.

#two
Computed, not measured: 2 unconnected molecules or ions with the total composition C3H11N3, with wB97M-V/def2-TZVPD.

Last column: Mulliken charge in e.
Atoms and positions in Å:
C: -2.6400 0.5830 0.8987  -0.72
C: -1.4824 -0.2812 -0.9197  -0.46
N: -1.7260 0.7896 -0.2766  -0.33
H: -2.0157 0.4515 1.7637  0.28
H: -3.2138 -0.3068 0.6842  0.33
H: -3.1216 1.5396 1.0889  0.26
H: -1.0976 -0.2752 -1.9193  0.41
H: -1.9281 -1.2043 -0.5176  0.22
N: 2.2143 0.0647 -1.2638  -0.70
C: 2.1678 0.2215 0.2127  -0.25
N: 1.8498 -0.9936 0.8711  -0.55
H: 2.1345 1.0153 -1.6436  0.27
H: 1.2743 -0.1867 -1.5834  0.20
H: 3.1452 0.6148 0.5667  0.28
H: 1.4184 0.9825 0.4224  0.31
H: 0.8859 -1.1370 1.1358  0.21
H: 2.1350 -1.8778 0.4798  0.24

The molar mass is 89.142 g mol⁻¹. Its net charge is 0. As for the spin multiplicity: 1. Its LUMO energy is 1.0 eV. The value obtained for the HOMO-LUMO gap is 10.20 eV.

#two is the most stable structure; the next one sits 27.8 kcal/mol above it.